No. 1
C6H13ClN | ωB97M-V with the def2-TZVPD basis set

- Lowest unoccupied orbital energy (spin up / spin down): -0.0954 / -0.2858 hartree
- Calculated total energy: -750.8966 Eh
- M: 134.63 g mol⁻¹
- ΔE to the lowest compared entry with this formula, charge and spin: 0.0 kcal per mole
- Expectation value of S²: 2.02
- Orbital gap (spin up / spin down): 9.370 / 7.210 eV

ORCA input file:
```
! wB97M-V def2-TZVPD RIJCOSX def2/J DEFGRID3
* xyz 1 3
C -0.5471 2.5788 -1.4840
C -0.7598 1.3366 -1.0087
C 1.1274 -0.6947 1.3709
C -1.1849 -1.2174 0.7128
C 0.7568 -1.3321 -0.9491
C 0.0567 0.7889 -0.0356
N 0.1574 -0.6075 0.2368
Cl -1.0878 1.5630 1.9756
H -1.0456 3.1579 -2.2333
H 0.2096 3.2320 -1.0655
H -1.6217 0.9246 -1.3506
H 2.0702 -0.4384 0.9135
H 0.9545 -0.1158 2.2145
H 1.3654 -1.7198 1.8124
H -1.8246 -1.5089 -0.2272
H -0.9098 -2.1222 1.1936
H -1.4399 -0.4408 1.4629
H 0.8607 -2.3781 -0.5599
H 0.2536 -1.3583 -1.9320
H 1.7303 -0.9231 -1.3987
H 0.8786 1.2752 0.3515
*
```

These are the natural (NBO) partial charges, in e, on atoms 1 to 5: -0.208 -0.213 -0.433 -0.423 -0.446


No. 2
C12H26S | ωB97M-V with the def2-TZVPD basis set

- Lowest unoccupied orbital energy: 0.0299 hartree
- Calculated total energy: -870.9382 Eh
- M: 202.41 g mol⁻¹
- SMILES string: CCC[C@@H](C)C[C@](C)(S)CC(C)C
- ΔE to the lowest compared entry with this formula, charge and spin: 0.0 kcal per mole
- Orbital gap: 9.609 eV

ORCA input file:
```
! wB97M-V def2-TZVPD RIJCOSX def2/J DEFGRID3
* xyz 0 1
S -1.7556 1.9381 1.8831
C 4.3390 3.4823 -0.5913
C -0.1275 -2.2319 -0.4527
C -1.3659 -3.1482 1.4522
C 1.3699 1.4694 2.4988
C -2.1364 0.6373 -0.5360
C 2.9199 3.1839 0.0265
C 2.7924 1.7567 0.3892
C -1.0498 -0.6087 1.2201
C 0.2410 1.3296 0.0501
C -1.3259 -1.9525 0.4666
C 1.4890 1.1793 1.0495
C -1.1328 0.7850 0.5420
H -0.6169 2.7283 1.9260
H 5.1603 3.6735 0.1423
H 4.2041 4.3800 -1.1993
H 4.7676 2.6448 -1.1981
H -0.2754 -1.7194 -1.3228
H -0.0212 -3.2822 -0.7380
H 0.9000 -1.8078 -0.1935
H -1.8747 -2.8688 2.4031
H -1.9066 -3.8941 0.8816
H -0.3582 -3.3554 1.7991
H 0.6867 0.8153 2.9230
H 2.2863 1.1949 3.0016
H 1.1145 2.5070 2.7170
H -3.1042 0.2557 -0.2486
H -1.7640 -0.0974 -1.3149
H -2.4590 1.5178 -1.0143
H 2.8636 3.8015 0.9647
H 2.1503 3.4818 -0.7645
H 3.5945 1.4883 0.9935
H 2.8452 1.2064 -0.5558
H -0.0010 -0.7583 1.5998
H -1.8398 -0.5521 1.9204
H 0.2376 2.4008 -0.1778
H 0.4627 0.8368 -0.8915
H -2.3118 -1.8902 -0.0744
H 1.6404 0.1103 1.0613
*
```

These are the natural (NBO) partial charges, in e, on atoms 1 to 5: -0.069 -0.610 -0.624 -0.608 -0.615


No. 3
C5H8O2 | ωB97M-V with the def2-TZVPD basis set

- Lowest unoccupied orbital energy: 0.0330 hartree
- Calculated total energy: -345.6905 Eh
- M: 100.12 g mol⁻¹
- SMILES string: C#CCOCCO
- ΔE to the lowest compared entry with this formula, charge and spin: 71.8 kcal per mole
- Orbital gap: 10.955 eV

ORCA input file:
```
! wB97M-V def2-TZVPD RIJCOSX def2/J DEFGRID3
* xyz 0 1
O -2.5832 0.9876 0.1949
C -2.1813 -0.3174 0.5360
C -0.9465 -0.7879 -0.2203
O 0.1633 -0.0086 0.2159
C 1.3298 -0.1073 -0.5871
C 2.3947 0.8310 -0.1093
C 3.4016 1.2440 0.4325
H -1.8049 1.5438 0.3193
H -3.0271 -0.9659 0.2894
H -1.9869 -0.3951 1.6116
H -1.1582 -0.6525 -1.2963
H -0.7690 -1.8569 -0.0054
H 1.1039 0.0074 -1.6604
H 1.7317 -1.1315 -0.5609
H 4.3321 1.6093 0.8402
*
```

These are the natural (NBO) partial charges, in e, on atoms 1 to 5: -0.710 -0.077 -0.095 -0.542 -0.123


No. 4
C4H8O2 | ωB97M-V with the def2-TZVPD basis set

- Lowest unoccupied orbital energy: 0.0161 hartree
- Calculated total energy: -307.5813 Eh
- M: 88.11 g mol⁻¹
- ΔE to the lowest compared entry with this formula, charge and spin: 82.3 kcal per mole
- Orbital gap: 10.158 eV

ORCA input file:
```
! wB97M-V def2-TZVPD RIJCOSX def2/J DEFGRID3
* xyz 0 1
C 0.3529 0.5452 1.8607
C -0.1471 -0.2291 0.6299
O -1.5422 -0.0901 0.4425
C 0.2231 0.3133 -0.7237
C 0.3790 -0.5457 -1.8768
O -0.9877 -0.3006 -1.8901
H 0.1483 1.6150 1.7596
H -0.1784 0.1848 2.7515
H 1.4286 0.4075 2.0419
H 0.1662 -1.2862 0.7442
H -1.6290 -0.3372 -0.5578
H 0.2381 1.3982 -0.7991
H 0.6685 -1.5709 -1.6578
H 0.8796 -0.1043 -2.7250
*
```

These are the natural (NBO) partial charges, in e, on atoms 1 to 5: -0.620 0.035 -0.731 0.124 -0.112


No. 5
C12H12Li4O13 | ωB97M-V with the def2-TZVPD basis set

- Lowest unoccupied orbital energy (spin up / spin down): 0.0140 / -0.0431 hartree
- Calculated total energy: -1472.8857 Eh
- M: 391.98 g mol⁻¹
- Expectation value of S²: 0.80
- Orbital gap (spin up / spin down): 3.855 / 2.298 eV

ORCA input file:
```
! wB97M-V def2-TZVPD RIJCOSX def2/J DEFGRID3
* xyz -1 2
Li -1.5878 -2.5590 1.0178
Li 0.8511 -0.4366 2.8137
Li 1.8651 -2.7148 0.9271
Li -1.0233 0.2308 0.7044
C 4.9298 -0.6458 0.9797
C 5.5710 0.3888 0.3929
C 4.9849 1.8275 0.3690
O 5.6216 2.9395 0.0082
C 3.8211 2.0873 1.0929
C 3.0639 1.0606 1.8288
C 3.7033 -0.4334 1.6533
O 3.0274 -1.3787 2.0695
O 2.0383 1.2986 2.5020
O 6.7209 -0.0100 -0.0773
H 5.2577 -1.6735 0.9272
H 3.3332 3.0478 1.1697
C -4.2600 -1.1024 -1.5148
C -5.3848 -0.4119 -1.9020
C -5.7439 0.9144 -1.2289
O -6.7056 1.6990 -1.6434
C -4.9666 1.4497 -0.3480
C -3.6945 0.8866 0.0287
C -3.2845 -0.5116 -0.5956
O -2.1947 -1.0641 -0.3380
O -2.9576 1.4212 0.8594
O -6.1285 -1.0160 -2.7634
H -4.1362 -2.0968 -1.9177
H -5.1625 2.4445 0.0241
O -0.8469 0.7039 2.5961
H -1.3046 -0.0174 3.0702
O 0.0975 -1.5957 1.1693
H 0.6762 -1.1823 0.4994
O -0.4240 -1.4773 -2.3864
H -0.7749 -0.7646 -2.9204
H -0.9977 -1.5086 -1.6209
O -0.2684 1.3298 -0.6882
H 0.2540 2.1317 -0.6706
H -0.3748 1.1332 -1.6190
O 2.1128 -1.6387 -1.1406
H 2.8726 -1.2100 -1.5345
H 1.4192 -1.5455 -1.7936
*
```

These are the natural (NBO) partial charges, in e, on atoms 1 to 5: 0.961 0.914 0.946 0.865 -0.425


No. 6
C6H20O4 | ωB97M-V with the def2-TZVPD basis set

- Lowest unoccupied orbital energy: 0.0225 hartree
- Calculated total energy: -541.5122 Eh
- M: 156.22 g mol⁻¹
- SMILES string: CCO.CCO.CCO.O
- ΔE to the lowest compared entry with this formula, charge and spin: 26.7 kcal per mole
- Orbital gap: 9.812 eV

ORCA input file:
```
! wB97M-V def2-TZVPD RIJCOSX def2/J DEFGRID3
* xyz 0 1
C 1.5256 -2.4413 2.1673
C 2.4233 -2.8703 0.9887
O 2.4647 -1.8672 -0.0118
H 1.4383 -3.1092 3.0243
H 0.5186 -2.1702 1.8505
H 1.9221 -1.5167 2.5870
H 2.1122 -3.8365 0.5913
H 3.4247 -2.9376 1.4139
H 3.1254 -2.1865 -0.6308
C -1.9727 -0.7103 -1.6424
C -1.8124 -1.8612 -0.6396
O -1.9103 -1.4020 0.6808
H -1.2247 0.0771 -1.5503
H -2.8973 -0.1330 -1.6347
H -1.9197 -1.1253 -2.6489
H -0.9234 -2.4686 -0.8097
H -2.6606 -2.5365 -0.7512
H -2.8362 -1.1595 0.7543
C -0.3918 4.8517 -0.9841
C -0.5370 3.4326 -0.4408
O 0.7554 2.7952 -0.3936
H 0.4108 5.3218 -0.4158
H -1.2562 5.5049 -0.8645
H -0.1309 4.8781 -2.0421
H -1.2767 2.7846 -0.9108
H -0.8807 3.4494 0.5934
H 0.7035 1.8688 -0.1474
O 0.5874 0.1729 0.6945
H -0.1321 -0.4021 0.4338
H 1.3507 -0.4028 0.7388
*
```

These are the natural (NBO) partial charges, in e, on atoms 1 to 5: -0.651 -0.068 -0.738 0.226 0.222


No. 7
C3H7NO | ωB97M-V with the def2-TZVPD basis set

- Lowest unoccupied orbital energy: 0.0322 hartree
- Calculated total energy: -248.4986 Eh
- M: 73.09 g mol⁻¹
- SMILES string: CN(C)C=O
- ΔE to the lowest compared entry with this formula, charge and spin: 17.5 kcal per mole
- Orbital gap: 10.252 eV

ORCA input file:
```
! wB97M-V def2-TZVPD RIJCOSX def2/J DEFGRID3
* xyz 0 1
C -0.5564 -1.3942 0.0745
N 0.0652 -0.1686 0.1170
C 0.8948 0.1763 -1.0315
C -0.4056 0.8794 0.9891
O -0.3502 -2.2460 -0.7490
H -1.3164 -1.5054 0.8602
H 0.4420 1.0165 -1.5727
H 1.8723 0.4890 -0.6558
H 0.9203 -0.6669 -1.7095
H 0.4816 1.3742 1.3808
H -1.0556 1.6142 0.5075
H -0.9920 0.4314 1.7894
*
```

These are the natural (NBO) partial charges, in e, on atoms 1 to 5: 0.536 -0.437 -0.425 -0.402 -0.608


Among the records above, which one has the highest calculated total energy? C3H7NO